(1)
{"formula": "C38H54Cl3GeO4P3SiV", "method": "ωB97M-V with the def2-TZVPD basis set", "symbols": ["V", "C", "C", "C", "P", "C", "C", "C", "C", "C", "C", "C", "C", "C", "Si", "C", "C", "C", "C", "C", "C", "P", "C", "C", "C", "C", "C", "C", "C", "C", "C", "C", "C", "C", "P", "C", "C", "C", "C", "C", "C", "H", "H", "H", "H", "H", "H", "H", "H", "H", "H", "H", "H", "H", "H", "H", "H", "H", "H", "H", "H", "H", "H", "H", "H", "H", "H", "H", "H", "H", "H", "H", "H", "H", "H", "H", "H", "H", "H", "H", "H", "H", "H", "H", "H", "H", "H", "H", "H", "H", "H", "H", "H", "H", "H", "O", "C", "O", "C", "O", "O", "Cl", "Ge", "Cl", "Cl"], "positions_angstrom": [[0.979, -0.135, -1.192], [4.086, 2.628, -1.780], [2.851, 3.336, -1.197], [3.270, 4.556, -0.373], [1.722, 2.152, -0.347], [2.327, 1.963, 1.416], [3.827, 1.633, 1.477], [1.976, 3.102, 2.374], [0.139, 3.032, -0.137], [-0.102, 4.350, -0.507], [-1.343, 4.926, -0.262], [-2.352, 4.187, 0.344], [-2.132, 2.855, 0.673], [-0.888, 2.262, 0.434], [-0.660, 0.412, 0.746], [-0.573, 0.101, 2.609], [-1.023, 1.095, 3.493], [-1.234, 0.813, 4.838], [-1.019, -0.475, 5.316], [-0.556, -1.462, 4.456], [-0.305, -1.177, 3.112], [0.385, -2.353, 1.912], [2.041, -2.843, 2.612], [2.787, -1.594, 3.085], [2.039, -3.929, 3.682], [-0.661, -3.862, 2.108], [-2.142, -3.546, 1.889], [-0.178, -4.918, 1.104], [-2.257, -0.470, 0.266], [-3.237, -0.692, 1.247], [-4.388, -1.411, 0.957], [-4.566, -1.935, -0.316], [-3.618, -1.702, -1.303], [-2.465, -0.967, -1.034], [-1.323, -0.410, -2.378], [-2.259, 1.185, -2.749], [-1.522, 2.140, -3.692], [-3.745, 1.157, -3.116], [-1.551, -1.765, -3.656], [-2.406, -1.312, -4.841], [-0.290, -2.474, -4.173], [4.600, 3.308, -2.465], [3.826, 1.736, -2.341], [4.788, 2.345, -0.990], [2.245, 3.667, -2.036], [4.016, 4.297, 0.377], [2.441, 5.054, 0.131], [3.731, 5.277, -1.054], [1.797, 1.074, 1.760], [4.438, 2.511, 1.258], [4.103, 0.833, 0.794], [4.076, 1.309, 2.489], [2.567, 3.998, 2.175], [2.203, 2.772, 3.393], [0.920, 3.376, 2.344], [0.661, 4.933, -1.013], [-1.526, 5.953, -0.558], [-3.320, 4.640, 0.538], [-2.947, 2.263, 1.089], [-1.211, 2.102, 3.129], [-1.576, 1.594, 5.508], [-1.204, -0.707, 6.359], [-0.405, -2.468, 4.835], [2.580, -3.216, 1.742], [2.359, -1.202, 4.010], [2.755, -0.804, 2.330], [3.836, -1.838, 3.268], [1.527, -3.608, 4.595], [3.078, -4.145, 3.953], [1.590, -4.864, 3.340], [-0.524, -4.232, 3.127], [-2.309, -3.117, 0.893], [-2.526, -2.841, 2.630], [-2.732, -4.468, 1.961], [-0.424, -4.614, 0.081], [-0.668, -5.878, 1.301], [0.905, -5.078, 1.138], [-3.094, -0.315, 2.255], [-5.131, -1.582, 1.730], [-5.452, -2.517, -0.549], [-3.808, -2.094, -2.296], [-2.183, 1.617, -1.752], [-1.546, 1.786, -4.725], [-0.481, 2.293, -3.410], [-2.013, 3.119, -3.663], [-3.880, 1.030, -4.191], [-4.171, 2.130, -2.851], [-4.326, 0.401, -2.596], [-2.089, -2.515, -3.091], [-1.915, -0.506, -5.392], [-3.402, -0.978, -4.546], [-2.529, -2.157, -5.526], [0.267, -1.862, -4.881], [-0.620, -3.365, -4.718], [0.377, -2.803, -3.387], [2.119, -3.811, -1.615], [1.862, -2.737, -1.158], [0.733, -2.013, -1.280], [2.933, -1.911, -0.360], [3.993, -2.372, -0.055], [2.486, -0.657, -0.172], [1.951, 2.816, -4.430], [1.282, 0.688, -4.947], [2.477, -0.352, -3.130], [2.852, 0.250, -6.458]], "mulliken_spin": [2.483, -0.001, 0.013, 0.003, 0.289, -0.034, -0.005, -0.002, -0.231, 0.002, 0.003, 0.006, 0.025, 0.276, -0.129, 0.001, 0.008, -0.002, 0.008, 0.004, -0.059, 0.100, 0.054, 0.004, 0.012, 0.047, -0.008, 0.008, 0.173, -0.022, 0.002, 0.003, -0.006, -0.102, 0.119, -0.024, -0.003, -0.001, -0.002, 0.000, 0.009, 0.000, 0.001, -0.001, 0.003, 0.000, 0.000, 0.000, 0.052, 0.001, -0.002, 0.001, 0.000, -0.001, 0.000, 0.000, 0.000, 0.002, 0.003, 0.000, 0.000, 0.000, -0.001, 0.002, 0.001, -0.001, 0.001, -0.001, 0.000, 0.000, 0.004, 0.007, 0.001, 0.000, 0.002, -0.001, -0.001, 0.002, 0.001, 0.000, 0.000, 0.016, 0.001, 0.004, 0.001, 0.000, 0.000, 0.000, 0.005, 0.000, 0.000, 0.000, -0.002, 0.001, 0.001, 0.006, 0.023, -0.029, 0.003, 0.011, -0.142, 0.000, 0.002, 0.000, 0.002], "homo_energy_ev": [-8.36, -8.38], "energy_ha": -7496.62166, "gap_ev": [7.55, 5.39], "spin_multiplicity": 4, "de_lowest_kj_mol": 33.0, "molar_mass_g_mol": 925.77}



(2)
{"formula": "C38H54FN3O8SiZr", "method": "ωB97M-V with the def2-TZVPD basis set", "symbols": ["Zr", "C", "C", "C", "C", "C", "C", "C", "C", "C", "C", "C", "C", "N", "C", "C", "C", "C", "C", "C", "F", "H", "H", "H", "H", "H", "H", "H", "H", "H", "H", "H", "H", "H", "H", "H", "H", "H", "H", "H", "H", "H", "O", "C", "O", "C", "C", "C", "C", "C", "C", "O", "N", "O", "O", "N", "O", "O", "H", "H", "C", "C", "O", "C", "C", "H", "H", "H", "H", "H", "H", "H", "H", "H", "H", "C", "Si", "C", "C", "C", "C", "C", "C", "C", "C", "H", "H", "H", "H", "H", "H", "H", "H", "H", "H", "H", "H", "H", "H", "H", "H", "H", "H", "H", "H", "H"], "positions_angstrom": [[-1.530, 0.481, 0.421], [2.645, -3.243, 1.438], [3.764, -3.135, 2.472], [5.080, -3.560, 1.803], [4.004, -1.843, 3.264], [4.661, -2.065, 4.471], [5.066, -1.031, 5.295], [4.850, 0.262, 4.868], [4.201, 0.545, 3.667], [4.158, 2.036, 3.327], [3.881, 2.453, 1.887], [3.245, 2.816, 4.309], [3.697, -0.510, 2.879], [2.756, -0.246, 1.871], [3.106, -0.262, 0.596], [4.432, -0.367, 0.075], [4.715, -0.402, -1.273], [3.710, -0.338, -2.238], [2.400, -0.240, -1.790], [2.157, -0.208, -0.443], [0.738, -0.135, -0.113], [2.869, -2.696, 0.525], [1.683, -2.892, 1.809], [2.536, -4.295, 1.164], [3.540, -3.883, 3.241], [5.367, -2.827, 1.047], [4.964, -4.526, 1.307], [5.893, -3.637, 2.524], [4.854, -3.091, 4.768], [5.555, -1.231, 6.239], [5.211, 1.091, 5.468], [5.186, 2.363, 3.517], [2.872, 2.209, 1.570], [4.564, 1.978, 1.181], [4.015, 3.534, 1.804], [2.489, 3.392, 3.769], [3.806, 3.531, 4.911], [2.730, 2.148, 5.000], [5.234, -0.426, 0.802], [5.750, -0.480, -1.583], [3.933, -0.358, -3.294], [1.565, -0.186, -2.478], [0.311, 2.505, -1.682], [-0.735, 1.930, -1.699], [-1.675, 2.058, -0.701], [-1.191, 1.012, -2.786], [-0.960, 1.396, -4.095], [-1.462, 0.611, -5.115], [-2.197, -0.526, -4.862], [-2.417, -0.891, -3.547], [-1.871, -0.182, -2.470], [-1.935, -0.606, -1.200], [-3.250, -2.086, -3.346], [-3.134, -2.983, -4.151], [-4.024, -2.066, -2.417], [-1.224, 1.008, -6.515], [-0.581, 2.019, -6.701], [-1.686, 0.295, -7.380], [-0.405, 2.297, -4.313], [-2.593, -1.127, -5.667], [-0.938, -1.981, 2.157], [-0.136, -0.883, 2.816], [-0.630, 0.415, 2.325], [0.152, 1.565, 2.810], [0.215, 2.627, 1.738], [-1.983, -1.969, 2.469], [-0.885, -1.975, 1.055], [-0.496, -2.930, 2.458], [0.933, -0.898, 2.562], [-0.273, -0.882, 3.900], [-0.343, 1.914, 3.717], [1.152, 1.181, 3.016], [-0.760, 2.991, 1.406], [0.799, 2.297, 0.875], [0.726, 3.496, 2.151], [-4.975, 1.444, 0.016], [-4.082, 0.598, 1.459], [-4.184, 1.796, 2.965], [-3.414, 1.312, 4.198], [-3.584, 3.140, 2.531], [-5.640, 2.052, 3.376], [-4.998, -1.062, 1.792], [-4.833, -1.555, 3.234], [-6.500, -0.895, 1.512], [-4.485, -2.146, 0.843], [-5.968, 1.787, 0.314], [-5.101, 0.739, -0.811], [-4.420, 2.298, -0.372], [-2.417, 0.938, 3.951], [-3.939, 0.516, 4.726], [-3.290, 2.140, 4.904], [-2.512, 3.062, 2.331], [-3.696, 3.877, 3.333], [-4.061, 3.547, 1.639], [-6.149, 1.144, 3.698], [-6.223, 2.496, 2.567], [-5.666, 2.754, 4.217], [-5.356, -0.921, 3.951], [-3.788, -1.609, 3.550], [-5.253, -2.561, 3.323], [-6.958, -0.108, 2.110], [-7.019, -1.831, 1.748], [-6.695, -0.673, 0.463], [-3.423, -2.365, 0.981], [-4.627, -1.872, -0.196], [-5.029, -3.080, 1.016]], "mulliken_charge": [-0.917, -1.387, 0.435, -1.445, 0.461, -0.686, -1.245, -0.612, -0.253, 0.581, -1.925, -1.577, -0.044, 1.270, -0.727, -0.920, -1.215, -0.857, -1.296, 0.776, 0.854, 0.206, -0.147, 0.606, 0.599, 0.288, 0.421, 0.400, 0.445, 0.379, 0.430, 0.904, 0.238, 0.364, 0.503, 0.384, 0.319, 0.369, 0.813, 0.432, 0.442, 0.467, -0.517, -0.257, -0.363, 1.339, -0.398, -0.777, -0.527, -0.409, 1.048, -0.550, 0.935, -0.587, -0.564, 1.033, -0.608, -0.617, 0.637, 0.631, -1.158, 1.213, 0.484, 0.522, -1.821, -0.210, 0.304, 0.635, -1.247, 0.577, 0.562, -0.193, 0.426, 0.168, 0.605, -1.471, 1.250, 2.400, -1.562, -2.324, -1.973, 2.776, -1.932, -1.954, -1.934, 0.368, 0.296, 0.415, 0.007, 0.323, 0.511, 0.619, 0.559, 0.301, 0.343, 0.350, 0.533, 0.391, 0.252, 0.574, 0.326, 0.536, 0.333, 0.185, 0.443, 0.609], "homo_energy_ev": -6.59, "energy_ha": -2682.82963, "gap_ev": 5.22, "de_lowest_kj_mol": 338.0, "molar_mass_g_mol": 819.17}